The following is a quantum chemistry calculation of C27H43ClF6N5O2PSi2Zr as an isolated structure, from the OMol25 dataset.

Geometry (Å):
Zr  1.50536  1.96775  -0.36132
C  -1.35146  -1.94065  -1.29045
C  -0.19471  -2.16360  -2.26177
N  0.57412  -0.94223  -2.38122
C  1.99254  -1.03325  -2.63941
C  2.78470  -1.15581  -1.35549
C  3.90612  -1.96920  -1.31233
C  4.62925  -2.07866  -0.13720
C  4.18548  -1.40272  0.98444
C  3.06157  -0.60536  0.87198
C  2.53401  0.14267  2.07640
N  1.16797  0.60912  1.78021
C  0.25826  -0.56821  1.88488
C  -2.29060  -0.31766  1.47838
N  -0.83056  -1.93919  0.13515
N  2.38291  -0.45238  -0.27721
H  -1.84017  -0.98123  -1.46750
H  -2.09987  -2.72647  -1.39691
H  0.45829  -2.95708  -1.87913
H  -0.59308  -2.53111  -3.21515
H  0.12869  -0.30476  -3.02505
H  2.27337  -1.86140  -3.30113
H  2.30905  -0.11070  -3.13328
H  4.19940  -2.51392  -2.19950
H  5.51345  -2.70051  -0.09080
H  4.69839  -1.48327  1.93366
H  2.54745  -0.52399  2.94452
H  3.17797  0.98664  2.31348
H  0.88663  1.30326  2.46806
H  0.89646  -1.43569  1.71480
H  -0.09631  -0.65910  2.91327
H  -2.78965  -1.25632  1.73568
H  -2.89369  0.14999  0.69457
H  0.17523  -2.08501  0.02745
Cl  -1.15562  2.92708  0.77606
C  0.30269  3.79929  0.14050
H  0.64794  4.45447  0.93665
H  -0.03336  4.39655  -0.70428
F  3.75844  1.92538  -0.33675
P  4.05971  3.40399  0.48540
F  5.27083  3.71343  -0.43425
F  4.09465  4.71390  1.32613
F  4.89409  2.57524  1.53699
F  2.61510  2.89656  1.35006
F  2.97965  4.01490  -0.55842
C  -0.46588  -4.82166  0.06557
Si  -1.44201  -3.52347  0.96391
C  -0.92876  -3.46043  2.74001
C  -3.26992  -3.67053  0.67009
C  -0.91147  -0.59488  0.88817
Si  -2.59971  0.63183  3.13051
C  -1.22054  1.60613  3.96110
C  -3.05151  -0.66239  4.41337
C  -4.07108  1.71459  2.78033
H  -0.69340  -5.79712  0.50280
H  0.61138  -4.66888  0.16960
H  -0.70948  -4.88137  -0.99616
H  -1.23642  -4.40028  3.20704
H  -1.40057  -2.65544  3.29972
H  0.15489  -3.38760  2.84984
H  -3.47842  -4.46065  -0.05325
H  -3.71823  -2.75045  0.29684
H  -3.77800  -3.93263  1.60054
H  -0.71976  0.14597  0.11154
H  -0.53779  0.95207  4.51159
H  -1.72384  2.22432  4.71063
H  -0.65748  2.29231  3.33430
H  -2.19804  -1.27764  4.70958
H  -3.85413  -1.32524  4.08043
H  -3.39920  -0.16276  5.32105
H  -3.84782  2.44369  1.99867
H  -4.37633  2.26164  3.67426
H  -4.92256  1.11808  2.44525
O  2.05547  2.25519  -2.30876
C  0.78757  2.24068  -2.73609
N  -0.08805  1.80403  -1.76933
C  -1.37336  1.75550  -2.31475
O  -2.35905  1.29832  -1.73019
C  -1.24084  2.24765  -3.68574
C  -2.19699  2.42720  -4.68223
C  -1.78249  2.89759  -5.91071
C  -0.42198  3.19109  -6.15935
C  0.54036  3.02225  -5.19533
C  0.12886  2.54110  -3.93664
H  -3.23873  2.20798  -4.48607
H  -2.50711  3.05343  -6.69851
H  -0.13672  3.56284  -7.13492
H  1.57849  3.25721  -5.38890

Spin multiplicity   2
⟨S²⟩   0.774
Charge   +1
Kohn-Sham gap (alpha / beta)   5.286 / 8.073 eV